one) An isolated ion of composition C3H8NO2 and charge +1. Source: the Open Molecules 2025 dataset; level of theory: ωB97M-V/def2-TZVPD.

SMILES ... C=[N+](OC)OC
Orbital gap ... 10.608 eV
Net charge ... +1

Cartesian coordinates (Å):
C1 -0.327 1.699 0.052
N1 0.086 0.503 0.054
O1 1.468 0.421 0.189
C2 1.988 -0.835 -0.051
O2 -0.512 -0.659 0.184
C3 -1.969 -0.597 -0.038
H1 -1.212 2.276 -0.107
H2 0.505 2.392 -0.006
H3 2.996 -0.565 -0.455
H4 1.410 -1.515 -0.587
H5 2.220 -1.343 0.923
H6 -2.021 -1.663 -0.093
H7 -2.272 -0.084 -0.920
H8 -2.361 -0.030 0.854

=====

two) A 2-piece molecular cluster, C3H8NO2 overall. Source: the Open Molecules 2025 dataset; level of theory: ωB97M-V/def2-TZVPD.

Orbital gap ... 8.599 eV
Net charge ... +1

Cartesian coordinates (Å):
O1 1.128 -0.739 1.476
C1 1.168 -1.611 2.299
O2 1.522 -2.859 2.087
H1 0.935 -1.378 3.351
H2 1.361 -3.448 2.848
C2 -1.360 1.826 -1.954
C3 0.270 0.408 -0.593
N1 -0.897 0.823 -0.967
H3 -2.315 2.268 -1.722
H4 -1.382 1.495 -2.999
H5 -0.571 2.579 -1.930
H6 0.912 1.032 0.025
H7 0.822 -0.460 -0.966
H8 -1.593 0.064 -0.956

=====

Q: What are the energies relative to the best structure? A: one) 0.1153; two) 0.0000, in hartree.

=====

one) One molecule with the formula C7H8OS. Source: the Open Molecules 2025 dataset; level of theory: ωB97M-V/def2-TZVPD.

Orbital gap ... 7.807 eV

Cartesian coordinates (Å):
C1 -0.645 -1.075 0.248
C2 0.769 -1.338 0.223
C3 -1.074 0.136 -0.248
C4 1.638 -0.374 -0.182
C5 -3.376 0.541 0.064
C6 -2.229 0.903 -0.475
C7 3.064 -0.145 -0.069
O1 1.038 2.039 0.452
S1 0.676 1.161 -0.635
H1 -1.415 -1.782 0.460
H2 1.118 -2.299 0.565
H3 -4.363 0.945 0.010
H4 -3.259 -0.307 0.765
H5 -2.062 1.778 -0.939
H6 3.484 -0.796 0.662
H7 3.176 0.970 0.226
H8 3.461 -0.356 -1.126

=====

two) One molecule with the formula C7H8OS. Source: the Open Molecules 2025 dataset; level of theory: ωB97M-V/def2-TZVPD.

SMILES ... CC1=CCC=C=S(=O)=C1
Orbital gap (spin up / spin down) ... 7.842 / 7.788 eV

Cartesian coordinates (Å):
C1 -1.962 1.071 0.830
C2 -0.646 0.182 0.707
C3 0.654 0.560 1.000
C4 1.808 -0.279 0.511
C5 1.628 -0.049 -1.046
C6 0.691 -0.317 -1.842
S1 -1.104 -0.878 -1.794
O1 -1.214 -2.163 -2.457
C7 -0.833 -1.003 -0.060
H1 -1.732 2.104 0.474
H2 -2.322 1.130 1.785
H3 -2.807 0.578 0.311
H4 0.957 1.479 1.470
H5 2.689 0.303 0.881
H6 1.720 -1.321 0.604
H7 2.512 0.422 -1.577
H8 -0.041 -1.821 0.205

=====

Q: What are the energies relative to the best structure? A: one) 0.0000; two) 0.1012, in hartree.

=====

one) One molecule with the formula C4H8OS2. Source: the Open Molecules 2025 dataset; level of theory: ωB97M-V/def2-TZVPD.

Orbital gap ... 9.592 eV

Cartesian coordinates (Å):
C1 0.615 0.688 0.178
C2 -0.591 0.495 1.118
C3 1.222 -0.591 -0.198
C4 2.458 -0.711 -0.692
O1 -1.914 1.393 -1.082
S1 -2.748 -1.200 0.089
S2 -2.275 0.883 0.256
H1 0.040 1.062 -0.873
H2 1.480 1.396 0.524
H3 -0.560 -0.462 1.479
H4 -0.601 1.104 2.016
H5 0.612 -1.481 -0.068
H6 2.889 -1.608 -1.105
H7 3.084 0.114 -0.846
H8 -3.710 -1.081 -0.795

=====

two) One molecule with the formula C4H8OS2. Source: the Open Molecules 2025 dataset; level of theory: ωB97M-V/def2-TZVPD.

SMILES ... CS[C@@H]1COCS1
Orbital gap ... 9.526 eV

Cartesian coordinates (Å):
C1 -2.690 0.079 0.238
S1 -1.490 -1.114 -0.438
C2 0.035 -0.486 0.383
C3 0.603 0.800 -0.254
O1 1.983 0.789 0.118
C4 2.504 -0.398 -0.344
S2 1.344 -1.744 0.182
H1 -2.535 1.060 -0.190
H2 -3.692 -0.232 -0.059
H3 -2.651 0.056 1.299
H4 -0.196 -0.314 1.425
H5 0.538 0.885 -1.320
H6 0.154 1.671 0.247
H7 2.604 -0.577 -1.413
H8 3.488 -0.475 0.124

=====

Q: What are the energies relative to the best structure? A: one) 0.0602; two) 0.0000, in hartree.

=====

one) One molecule with the formula C4H11N3. Source: the Open Molecules 2025 dataset; level of theory: ωB97M-V/def2-TZVPD.

SMILES ... N/C=N\CCCN
Orbital gap ... 9.640 eV

Cartesian coordinates (Å):
N1 0.172 1.181 1.887
C1 0.545 1.983 0.802
N2 0.176 1.926 -0.391
C2 -0.530 0.936 -1.174
C3 -0.863 -0.428 -0.617
C4 0.479 -1.226 -0.322
N3 0.299 -2.648 -0.379
H1 -0.546 0.505 1.711
H2 0.195 1.681 2.757
H3 1.277 2.731 1.130
H4 -1.419 1.517 -1.476
H5 0.020 0.849 -2.116
H6 -1.534 -0.999 -1.258
H7 -1.464 -0.258 0.289
H8 0.759 -0.749 0.622
H9 1.203 -0.809 -1.020
H10 0.261 -3.071 0.533
H11 0.970 -3.121 -0.976

=====

two) One molecule with the formula C4H11N3. Source: the Open Molecules 2025 dataset; level of theory: ωB97M-V/def2-TZVPD.

SMILES ... [H]/N=C(/N)NCCC
Orbital gap ... 8.665 eV

Cartesian coordinates (Å):
H1 -2.642 -0.878 -0.952
N1 -2.384 -0.047 -0.343
C1 -1.150 0.184 -0.721
N2 -0.726 1.415 -1.532
N3 -0.157 -0.659 -0.649
C2 1.165 -0.165 -0.262
C3 1.676 -0.837 1.055
C4 1.095 0.050 2.218
H2 -0.595 2.216 -0.935
H3 0.021 1.139 -2.134
H4 -0.418 -1.586 -0.348
H5 0.952 0.940 -0.199
H6 1.980 -0.205 -1.031
H7 1.225 -1.890 0.943
H8 2.744 -0.955 1.073
H9 0.063 0.186 2.019
H10 1.671 1.021 2.329
H11 1.148 -0.351 3.162

=====

Q: What are the energies relative to the best structure? A: one) 0.0000; two) 0.0489, in hartree.

=====

one) One molecule with the formula C4H11N3. Source: the Open Molecules 2025 dataset; level of theory: ωB97M-V/def2-TZVPD.

SMILES ... C/N=C(\C)NNC
Orbital gap ... 9.433 eV

Cartesian coordinates (Å):
C1 -1.884 -1.377 -0.157
N1 -0.595 -0.763 -0.320
C2 -0.413 0.490 -0.163
C3 -1.443 1.553 0.140
N2 0.868 0.942 -0.223
N3 1.914 0.013 -0.673
C4 2.565 -0.597 0.478
H1 -2.283 -1.245 0.854
H2 -1.762 -2.444 -0.345
H3 -2.621 -0.986 -0.868
H4 -2.451 1.171 0.013
H5 -1.324 1.888 1.170
H6 -1.312 2.408 -0.521
H7 1.026 1.913 -0.455
H8 1.470 -0.728 -1.219
H9 3.028 0.191 1.072
H10 1.876 -1.161 1.114
H11 3.340 -1.266 0.105

=====

two) A 2-piece molecular cluster, C4H11N3 overall. Source: the Open Molecules 2025 dataset; level of theory: ωB97M-V/def2-TZVPD.

Orbital gap ... 8.935 eV

Cartesian coordinates (Å):
C1 -1.772 0.748 -0.543
C2 -1.652 -1.672 -0.245
C3 2.704 -0.486 0.193
N1 -1.686 -0.324 0.266
C4 1.300 0.034 0.145
N2 -1.424 1.909 -0.127
N3 1.162 1.235 0.616
H1 -1.063 -0.176 1.062
H2 -2.306 0.555 -1.484
H3 0.228 1.700 0.496
H4 -1.663 2.666 -0.758
H5 1.949 1.826 0.919
H6 -2.278 -1.743 -1.132
H7 -0.631 -1.968 -0.508
H8 -2.037 -2.353 0.512
H9 2.731 -1.368 0.836
H10 3.446 0.232 0.556
H11 2.991 -0.815 -0.805

=====

three) C4H11N3 as an isolated structure. Source: the Open Molecules 2025 dataset; level of theory: ωB97M-V/def2-TZVPD.

Orbital gap ... 8.196 eV

Cartesian coordinates (Å):
C1 -1.829 0.891 0.123
C2 -0.683 0.686 -0.824
C3 0.522 0.140 -0.157
C4 1.803 0.610 -0.113
N1 2.872 -0.278 0.121
N2 0.283 -1.148 0.583
N3 -2.551 -0.712 0.126
H1 -1.541 1.572 0.962
H2 -2.663 1.392 -0.457
H3 -0.433 1.423 -1.579
H4 -1.125 -0.139 -1.445
H5 2.145 1.600 -0.468
H6 2.503 -1.228 0.376
H7 3.503 -0.498 -0.640
H8 -0.696 -1.373 0.602
H9 0.410 -1.188 1.632
H10 -3.567 -0.539 0.171
H11 -1.636 -0.018 0.859

=====

four) One molecule with the formula C4H11N3. Source: the Open Molecules 2025 dataset; level of theory: ωB97M-V/def2-TZVPD.

SMILES ... CC1(C)NN[C@@H]1N
Orbital gap ... 9.150 eV

Cartesian coordinates (Å):
C1 -0.262 1.453 0.729
C2 0.389 0.209 0.146
C3 1.409 -0.393 1.102
N1 0.902 0.470 -1.219
N2 0.149 -0.668 -1.756
C4 -0.564 -0.838 -0.481
N3 -1.951 -0.448 -0.539
H1 -1.026 1.818 0.050
H2 -0.713 1.232 1.694
H3 0.492 2.225 0.859
H4 0.921 -0.711 2.022
H5 1.893 -1.257 0.649
H6 2.169 0.346 1.348
H7 1.900 0.289 -1.321
H8 -0.470 -0.331 -2.493
H9 -0.411 -1.866 -0.100
H10 -2.478 -1.122 -1.082
H11 -2.348 -0.409 0.392

=====

Q: What are the energies relative to the best structure? A: one) 0.0000; two) 0.0294; three) 0.1803; four) 0.0096, in hartree.

=====

one) One molecule with the formula C10H14N4O5. Source: the Open Molecules 2025 dataset; level of theory: ωB97M-V/def2-TZVPD.

SMILES ... N[C@@H](Cc1c[nH]cn1)C(=O)N[C@@H](CC(=O)O)C(=O)O
Orbital gap ... 9.764 eV

Cartesian coordinates (Å):
N1 3.051 -0.121 0.423
C1 1.701 -0.038 0.998
C2 1.424 1.471 1.063
C3 1.092 2.238 -0.183
C4 1.937 2.739 -1.155
N2 1.142 3.349 -2.097
C5 -0.116 3.194 -1.680
N3 -0.194 2.580 -0.561
C6 0.773 -0.844 0.226
O1 1.132 -1.883 -0.317
N4 -0.455 -0.424 0.175
C7 -1.511 -1.102 -0.562
C8 -1.615 -2.631 -0.380
C9 -1.644 -3.116 1.123
O2 -2.627 -3.272 1.802
O3 -0.434 -3.330 1.615
C10 -2.929 -0.658 -0.104
O4 -3.868 -0.959 -0.772
O5 -3.036 0.099 1.032
H1 3.843 0.196 0.988
H2 3.196 -1.169 0.207
H3 1.713 -0.410 1.994
H4 2.375 1.741 1.583
H5 0.713 1.564 1.946
H6 2.946 2.671 -1.413
H7 1.563 3.887 -2.819
H8 -1.017 3.744 -2.104
H9 -0.720 0.544 0.311
H10 -1.461 -0.982 -1.696
H11 -0.684 -3.026 -0.891
H12 -2.462 -3.115 -0.996
H13 0.296 -2.949 0.988
H14 -4.125 0.010 1.257

=====

two) One molecule with the formula C10H14N4O5. Source: the Open Molecules 2025 dataset; level of theory: ωB97M-V/def2-TZVPD.

SMILES ... N[C@@H](Cc1c[nH]cn1)C(=O)N[C@@H](CC(=O)O)C(=O)O
Orbital gap ... 9.419 eV

Cartesian coordinates (Å):
N1 -1.080 1.141 0.673
C1 -1.116 -0.255 0.208
C2 -2.115 -0.351 -0.897
C3 -3.390 0.021 -0.346
C4 -4.449 -0.734 -0.297
N2 -5.455 -0.218 0.468
C5 -4.941 1.049 0.667
N3 -3.637 1.067 0.483
C6 0.196 -0.952 -0.014
O1 0.130 -2.219 -0.148
N4 1.426 -0.153 -0.059
C7 2.708 -0.671 -0.244
C8 3.597 0.072 -1.312
C9 3.959 1.418 -0.442
O2 4.865 1.351 0.483
O3 3.049 2.325 -0.437
C10 3.688 -0.881 0.880
O4 3.305 -0.515 1.997
O5 4.674 -1.599 0.382
H1 -2.103 1.426 0.880
H2 -0.498 0.968 1.478
H3 -1.788 -0.719 0.902
H4 -2.191 -1.587 -0.870
H5 -1.857 0.157 -2.054
H6 -4.696 -1.708 -0.856
H7 -6.479 -0.399 0.687
H8 -5.687 1.709 1.194
H9 1.191 0.798 0.117
H10 2.434 -1.458 -0.913
H11 4.491 -0.707 -1.393
H12 3.158 0.288 -2.333
H13 3.209 3.076 -0.035
H14 5.405 -1.740 1.151

=====

Q: What are the energies relative to the best structure? A: one) 0.0000; two) 0.1730, in hartree.

=====

one) A 2-piece molecular cluster, C4H11NO overall. Source: the Open Molecules 2025 dataset; level of theory: ωB97M-V/def2-TZVPD.

Spin multiplicity ... 2
Orbital gap (spin up / spin down) ... 10.236 / 4.570 eV
Expectation value of S² ... 0.758
Net charge ... +1

Cartesian coordinates (Å):
C1 1.304 -2.631 -0.656
C2 0.203 -1.699 -1.004
H1 1.607 -3.155 -1.600
H2 2.165 -2.114 -0.220
H3 0.932 -3.484 -0.006
H4 0.477 -0.616 -0.904
H5 -0.503 -1.798 -0.200
H6 -0.031 -1.706 -2.037
C3 -0.164 1.639 1.760
C4 -1.014 1.414 0.441
O1 -1.622 0.476 0.246
N1 -1.137 2.609 -0.367
H7 -0.203 0.771 2.393
H8 -0.733 2.605 2.226
H9 -1.569 2.444 -1.356
H10 -0.568 3.420 -0.245
H11 0.856 1.825 1.529

=====

two) A 2-piece molecular cluster, C4H11NO overall. Source: the Open Molecules 2025 dataset; level of theory: ωB97M-V/def2-TZVPD.

Spin multiplicity ... 2
Orbital gap (spin up / spin down) ... 8.094 / 3.446 eV
Expectation value of S² ... 0.755
Net charge ... +1

Cartesian coordinates (Å):
C1 -1.620 0.173 -0.283
C2 -2.793 -0.357 0.565
C3 -2.535 -0.332 2.061
H1 -1.915 1.010 -0.912
H2 -1.298 -0.585 -0.990
H3 -0.785 0.432 0.365
H4 -2.997 -1.383 0.286
H5 -3.714 0.186 0.338
H6 -3.299 -0.907 2.585
H7 -1.592 -0.811 2.313
H8 -2.538 0.658 2.540
C4 4.079 0.071 -2.028
N1 4.326 0.560 -0.863
O1 2.995 0.230 -2.653
H9 4.839 -0.541 -2.536
H10 3.632 1.149 -0.407
H11 5.215 0.445 -0.381

=====

three) A 2-piece molecular cluster, C4H11NO overall. Source: the Open Molecules 2025 dataset; level of theory: ωB97M-V/def2-TZVPD.

Spin multiplicity ... 2
Orbital gap (spin up / spin down) ... 10.902 / 6.168 eV
Expectation value of S² ... 0.754
Net charge ... +1

Cartesian coordinates (Å):
C1 1.576 1.241 -1.395
C2 1.741 1.162 0.135
H1 1.028 2.119 -1.725
H2 2.564 1.273 -1.891
H3 1.118 0.342 -1.835
H4 2.730 0.935 0.462
H5 1.025 0.513 0.646
H6 1.546 2.163 0.539
C3 -1.197 -0.955 1.626
C4 -1.947 -1.325 0.410
O1 -3.094 -1.843 0.427
N1 -1.415 -1.166 -0.760
H7 -1.982 -1.444 -1.567
H8 -0.688 -0.476 -0.928
H9 -0.148 -1.001 1.436
H10 -1.375 -1.588 2.488
H11 -1.482 0.050 1.931

=====

Q: What are the energies relative to the best structure? A: one) 0.0566; two) 0.0259; three) 0.0000, in hartree.

=====

one) A 6-piece molecular cluster, H13O6 overall. Source: the Open Molecules 2025 dataset; level of theory: ωB97M-V/def2-TZVPD.

Orbital gap ... 11.931 eV
Net charge ... +1

Cartesian coordinates (Å):
O1 -0.475 -1.773 0.012
H1 -0.623 -2.694 0.255
H2 -0.071 -1.740 -0.874
O2 -2.890 1.161 -0.578
H3 -3.823 0.944 -0.674
H4 -2.454 0.321 -0.746
O3 -1.185 1.819 1.744
H5 -1.610 1.394 0.981
H6 -1.941 2.258 2.148
O4 2.741 0.632 0.114
H7 3.600 0.239 0.311
H8 2.915 1.557 -0.101
O5 0.714 -1.129 -2.435
H9 1.531 -0.696 -2.702
H10 0.767 -1.996 -2.854
O6 0.787 -0.102 1.564
H11 1.626 0.227 1.076
H12 0.368 -0.956 1.222
H13 0.023 0.535 1.538

=====

two) A 6-piece molecular cluster, H13O6 overall. Source: the Open Molecules 2025 dataset; level of theory: ωB97M-V/def2-TZVPD.

Orbital gap ... 11.399 eV
Net charge ... +1

Cartesian coordinates (Å):
O1 -21.768 -1.027 -6.654
H1 -21.494 -1.945 -6.395
H2 -21.114 -0.716 -7.365
H3 -21.757 -0.421 -5.843
O2 -20.487 -2.808 -5.272
H4 -20.647 -2.711 -4.328
H5 -20.244 -3.758 -5.330
O3 -20.161 1.252 -6.552
H6 -19.920 1.696 -5.764
H7 -19.336 1.042 -6.976
O4 -22.012 0.190 -4.327
H8 -21.417 -0.194 -3.679
H9 -22.570 0.645 -3.669
O5 -18.661 -3.577 -7.434
H10 -19.112 -3.038 -6.787
H11 -17.964 -2.995 -7.683
O6 -20.429 -0.630 -8.996
H12 -20.134 0.260 -9.288
H13 -19.908 -1.075 -9.669

=====

Q: What are the energies relative to the best structure? A: one) 0.0000; two) 0.0254, in hartree.